# 1
C4H8O2 in the gas phase, computed with the ωB97M-V functional and the def2-TZVPD basis.

Geometry as XYZ:
```
14
Properties=species:S:1:pos:R:3:forces:R:3
C 1.47005 0.64775 0.18453 -0.5 1.3 -1.1
C 0.61626 -0.59814 0.22361 -1.0 0.3 -1.5
O -0.19158 -0.77404 1.38589 0.1 0.1 0.2
C -1.41450 -0.49495 0.69031 -0.5 0.0 0.0
C -0.74283 -0.40869 -0.68234 1.5 -0.6 0.8
O -0.90037 0.77263 -1.39693 1.3 0.9 0.2
H 1.46346 1.21703 1.11685 0.2 -0.4 0.0
H 2.47062 0.49214 -0.22215 0.0 -0.1 0.4
H 1.00880 1.41295 -0.57216 1.4 -1.0 1.4
H 1.14809 -1.52654 -0.04080 0.0 0.4 0.2
H -1.83723 0.46776 1.00123 0.0 -0.1 -0.1
H -2.15243 -1.29027 0.83465 0.1 0.1 0.0
H -0.84397 -1.28802 -1.33218 -0.4 0.4 0.1
H -0.09438 1.37040 -1.19051 -2.3 -1.3 -0.6
```
Positions in Å, forces in eV/Å.

## Properties
multiplicity: 1
energy above the lowest of the compared OMol25 structures with the same formula, charge and spin: 60.0 kcal per mole
structure (SMILES): C[C@H]1OC[C@H]1O

Atomic partial charges in e from the Löwdin method, atoms 1 to 2: atom 1 (C): -0.02, atom 2 (C): -0.29

=====

# 2
A molecular structure, C6H11ILaO3S, computed with the ωB97M-V functional and the def2-TZVPD basis.

Geometry as XYZ:
```
23
Properties=species:S:1:pos:R:3:forces:R:3
C 0.98966 -1.91629 0.08971 0.2 0.9 -0.6
C 2.16118 -1.22128 0.18519 0.3 0.2 -0.2
C 2.43468 0.24882 0.26166 -0.7 0.1 -1.1
O 1.29024 1.08119 0.05105 1.7 -0.5 0.7
S 1.13960 1.70081 -1.45689 -1.7 -0.6 -0.6
O 0.82638 0.51659 -2.24795 0.5 0.3 0.1
O -0.35216 2.29415 -1.06287 1.2 0.9 -0.2
C -0.93485 1.95612 0.16319 -1.1 0.0 0.5
C -1.20954 0.44094 0.08103 -0.6 -0.7 0.2
C -2.48189 -0.15686 0.63702 0.2 0.4 0.6
I -3.43572 -1.51071 -0.96505 -6.3 4.1 -1.8
H 0.18668 -1.51728 -0.58090 2.2 1.4 0.7
H 0.87431 -2.87892 0.58195 0.9 -0.6 -0.6
H 3.08412 -1.80668 0.21367 -0.1 -0.1 1.1
H 3.25902 0.52161 -0.40680 0.1 -0.1 0.1
H 2.77351 0.45117 1.28332 0.2 -0.3 0.1
H -0.32874 2.14385 1.04806 0.1 0.2 -0.3
H -1.83837 2.56130 0.27040 0.0 -0.1 -0.3
H -1.16480 0.21263 -0.98977 0.4 0.1 0.1
H -0.40176 -0.04784 0.63548 -0.2 0.2 -0.4
H -2.25589 -0.80585 1.49509 -0.5 -0.3 0.0
H -3.28000 0.52283 0.95550 -0.3 -0.3 -0.4
La -1.33564 -2.79032 -0.24210 3.6 -5.2 2.2
```
Positions in Å, forces in eV/Å.

## Properties
multiplicity: 1
net charge: +3
electronic energy: -1187.0176 a.u.

Atomic partial charges in e from the Löwdin method, atoms 1 to 2: atom 1 (C): -0.18, atom 2 (C): 0.05